a) Molecular formula: C3H4S2
Method: DFT, wB97M-V/def2-TZVPD

Results
frontier orbital gap (spin up / spin down)	6.128 / 8.357	eV

CARTESIAN COORDINATES (ANGSTROEM)
C1 0.4368 1.5151 -2.2526
C2 -0.0703 0.7364 -1.4739
C3 -0.6155 0.0248 -0.4184
S1 1.4087 0.5341 1.9170
S2 -0.5261 -1.6760 -0.6981
H1 0.7047 1.8677 -3.2021
H2 -1.4585 0.2518 0.1579
H3 1.6477 -0.6768 1.3159
H4 -1.6449 -2.0726 -0.0412



b) Molecular formula: C3H4S2
Method: DFT, wB97M-V/def2-TZVPD

Results
frontier orbital gap (spin up / spin down)	4.999 / 5.040	eV

CARTESIAN COORDINATES (ANGSTROEM)
C1 -1.0031 -0.1847 0.9879
C2 1.0067 0.0210 -0.8305
C3 -0.4004 -0.2516 -0.3202
S1 -1.8861 0.5974 -0.3218
S2 2.3768 -0.3056 0.2967
H1 -1.6656 -0.9960 1.3259
H2 -0.6994 0.5522 1.7757
H3 1.3185 -0.4712 -1.8546
H4 0.9526 1.0384 -1.0592



c) Molecular formula: C3H4S2
Method: DFT, wB97M-V/def2-TZVPD

Results
frontier orbital gap	8.300	eV

CARTESIAN COORDINATES (ANGSTROEM)
C1 1.9853 -1.8749 -0.9426
C2 0.7687 -1.2941 -1.0695
S1 0.5957 0.2696 -0.5690
C3 -0.7744 0.0957 0.5178
S2 -1.5510 1.3013 1.3081
H1 2.0655 -2.9546 -1.1398
H2 2.7306 -1.2978 -0.4894
H3 -0.1303 -1.6604 -1.5367
H4 -1.2574 -0.7809 0.3062



d) Molecular formula: C3H4S2
Method: DFT, wB97M-V/def2-TZVPD

Results
frontier orbital gap	8.539	eV

CARTESIAN COORDINATES (ANGSTROEM)
C1 -0.0762 -0.1370 1.9409
C2 -0.1920 -0.1346 0.6296
S1 0.7459 0.8985 -0.4287
C3 0.2367 0.2499 -1.9524
S2 0.7825 0.7229 -3.4019
H1 -0.7557 -0.8048 2.4740
H2 0.6235 0.5022 2.5425
H3 -0.7871 -0.8460 0.0674
H4 -0.5776 -0.4511 -1.8713



Energies in hartree, measured from the most stable structure: a) 0.1276; b) 0.1227; c) 0.0221; d) 0.0000.



a) Molecular formula: C3H4S2
Method: DFT, wB97M-V/def2-TZVPD

Results
frontier orbital gap	6.746	eV

CARTESIAN COORDINATES (ANGSTROEM)
C1 -0.9990 -0.2850 -0.3891
C2 0.0724 0.4762 0.2783
S1 -0.0603 2.1082 0.6850
C3 1.3303 0.0041 0.4846
S2 1.4487 -1.5724 -0.0133
H1 -1.9540 0.3040 -0.4343
H2 -1.2660 -1.3769 -0.1218
H3 -0.7626 -0.1415 -1.4530
H4 2.1907 0.4833 0.9637



b) Molecular formula: C3H4S2
Method: DFT, wB97M-V/def2-TZVPD

Results
frontier orbital gap (spin up / spin down)	7.740 / 7.748	eV

CARTESIAN COORDINATES (ANGSTROEM)
C1 -0.0031 -0.5193 1.9140
C2 -0.2378 -0.9198 0.6910
C3 -0.0970 0.6714 -1.1030
S1 -1.2341 1.7945 -1.1819
S2 1.1696 0.2589 -2.1049
H1 -0.3243 -1.2645 2.6029
H2 0.4012 0.4590 2.1708
H3 -0.8216 -1.6725 0.1278
H4 1.1472 1.1922 -3.1167



Energies in hartree, measured from the most stable structure: a) 0.0000; b) 0.0846.



a) Molecular formula: CH8NP2
Method: DFT, wB97M-V/def2-TZVPD

Results
net charge	+1
frontier orbital gap	8.310	eV

CARTESIAN COORDINATES (ANGSTROEM)
C1 -0.0665 -0.7117 -0.7408
N1 -1.0083 0.8587 0.9882
P1 0.8960 0.0069 -1.9546
P2 0.6798 -1.8921 0.3119
H1 -1.1299 -0.5233 -0.6903
H2 -1.0559 0.5945 1.9822
H3 -1.9592 1.1763 0.7854
H4 -0.2991 1.5846 0.9104
H5 2.2058 0.3640 -1.6905
H6 0.2280 1.0886 -2.2885
H7 1.6374 -0.9862 0.8477
H8 -0.1282 -1.5603 1.5388



b) Molecular formula: CH8NP2
Method: DFT, wB97M-V/def2-TZVPD

Results
net charge	+1
frontier orbital gap	8.384	eV

CARTESIAN COORDINATES (ANGSTROEM)
C1 0.5827 1.5087 0.6830
N1 0.0952 1.3201 2.1423
P1 -0.3895 -1.9958 -2.0653
P2 0.7911 0.0843 -0.2804
H1 0.2016 2.5239 0.3638
H2 -0.5422 2.0317 2.4496
H3 0.8266 1.5018 2.8764
H4 -0.2562 0.2912 2.0940
H5 -1.3113 -2.7039 -1.1729
H6 -1.3972 -2.0408 -3.1447
H7 1.0973 0.5296 -1.5921
H8 0.3019 -3.0508 -2.3537



Energies in hartree, measured from the most stable structure: a) 0.0000; b) 0.0099.



a) Molecular formula: C3H5NSi
Method: DFT, wB97M-V/def2-TZVPD

Results
frontier orbital gap	9.749	eV

CARTESIAN COORDINATES (ANGSTROEM)
C1 -1.2876 0.4057 1.8748
C2 1.9478 -0.3025 -0.5769
C3 0.8030 0.0404 -1.1594
N1 -1.4457 0.5990 3.0016
Si1 -1.4056 0.0576 -0.0159
H1 2.9563 -0.2620 -0.9778
H2 1.8751 -0.5186 0.5155
H3 0.5056 0.3920 -2.1378
H4 -2.4076 1.1229 -0.4307
H5 -1.5412 -1.5345 -0.0933



b) Molecular formula: C3H5NSi
Method: DFT, wB97M-V/def2-TZVPD

Results
frontier orbital gap	7.635	eV

CARTESIAN COORDINATES (ANGSTROEM)
C1 -1.9648 0.4190 -0.1066
C2 1.1343 1.4168 0.4546
C3 0.8190 1.0720 -0.8063
N1 -2.9958 0.3133 0.4168
Si1 -0.6162 -0.0976 -1.2841
H1 1.9014 2.0991 0.7089
H2 0.3539 1.0472 1.1788
H3 1.4500 1.4625 -1.5623
H4 0.1721 -3.5772 0.3182
H5 -0.2541 -4.1551 0.6820



c) Molecular formula: C3H5NSi
Method: DFT, wB97M-V/def2-TZVPD

Results
frontier orbital gap (spin up / spin down)	7.796 / 7.786	eV

CARTESIAN COORDINATES (ANGSTROEM)
C1 1.2336 1.4601 0.6736
C2 -1.0398 -0.0240 -1.3413
C3 -0.4863 -0.7899 -0.4156
N1 1.2077 2.6073 0.6863
Si1 0.9647 -0.3283 0.6480
H1 -2.0363 -0.0941 -1.7110
H2 -0.7108 0.9373 -1.6240
H3 -0.8722 -1.7394 -0.2010
H4 -0.5440 -1.2725 2.4245
H5 2.2834 -0.7565 0.8605



Energies in hartree, measured from the most stable structure: a) 0.0000; b) 0.0087; c) 0.0460.



a) Molecular formula: C3H6FNOS
Method: DFT, wB97M-V/def2-TZVPD

Results
frontier orbital gap	9.408	eV

CARTESIAN COORDINATES (ANGSTROEM)
O1 3.1986 -0.1574 -0.3394
N1 2.4764 0.8256 0.1408
C1 1.2729 0.5770 0.3499
S1 0.4765 -0.9700 -0.2274
C2 -1.2274 -0.8235 0.4322
C3 -1.8299 0.2154 -0.3443
F1 -1.2011 1.3441 -0.2715
H1 4.2089 -0.0044 -0.4222
H2 0.5120 1.1903 0.6952
H3 -1.2416 -0.7308 1.5291
H4 -1.6875 -1.7417 -0.0499
H5 -1.9317 -0.1016 -1.3694
H6 -3.0262 0.3769 -0.1230



b) Molecular formula: C3H6FNOS
Method: DFT, wB97M-V/def2-TZVPD

Results
frontier orbital gap	9.360	eV

CARTESIAN COORDINATES (ANGSTROEM)
O1 -1.8286 -0.4465 0.1060
N1 -0.4883 -0.7690 0.0056
C1 -0.1413 -1.6399 -0.9638
S1 1.3444 -2.2103 -1.3174
C2 0.3731 0.0598 0.8245
C3 0.6803 1.3884 0.2712
F1 -0.5343 2.1367 0.0555
H1 -1.8944 0.4229 -0.3138
H2 -1.0832 -1.9945 -1.4966
H3 1.3218 -0.4261 0.9162
H4 -0.2233 0.2196 1.7155
H5 1.1646 1.2806 -0.7164
H6 1.3091 1.9782 0.9135



Energies in hartree, measured from the most stable structure: a) 0.0490; b) 0.0000.



a) Molecular formula: CH4NOPS2
Method: DFT, wB97M-V/def2-TZVPD

Results
frontier orbital gap	8.499	eV

CARTESIAN COORDINATES (ANGSTROEM)
H1 -3.6596 -2.5653 1.6256
H2 -4.1560 -2.7503 2.1008
O1 -2.3135 -0.0371 2.1670
C1 -2.5296 0.0376 1.0146
S1 -2.5462 0.1160 -0.4829
N1 3.6699 0.8296 -1.3953
P1 2.1080 0.3242 -0.8649
S2 1.1347 1.9902 -0.8090
H3 4.4107 0.2344 -1.6129
H4 3.8817 1.8206 -1.7431



b) Molecular formula: CH4NOPS2
Method: DFT, wB97M-V/def2-TZVPD

Results
frontier orbital gap	9.578	eV

CARTESIAN COORDINATES (ANGSTROEM)
N1 -0.5115 1.0244 0.7311
P1 0.6537 0.0010 0.1893
S1 2.3851 0.7361 -0.0860
S2 0.2691 -1.8281 1.3974
C1 -0.0784 -0.4598 -1.4109
O1 -0.2425 -1.4260 -2.0359
H1 -1.1145 0.9183 1.5057
H2 -0.2251 1.9919 0.4045
H3 -1.0087 -1.6069 1.1327
H4 -0.1271 0.6490 -1.8278



Energies in hartree, measured from the most stable structure: a) 0.0078; b) 0.0000.